CH3NO4 as an isolated structure at a distorted geometry, computed with wB97M-V/def2-TZVPD.

Calculated values
**Energy relative to the best compared isomer or geometry (same formula, charge and spin)**: 2.345 eV
**Net charge**: 0
**2S+1**: 1
**Strongest force on any atom**: 6.61 eV/A
**Electronic energy**: -10761.1702 eV
**Gap between HOMO and LUMO**: 10.672 eV

```
9
Properties=species:S:1:pos:R:3:forces:R:3:lowdin_charge:R:1
C 0.44991 0.22129 -0.07584 2.8316 -0.7704 -5.9179 -0.454
N -0.73025 -0.86355 -0.34529 1.5545 1.7640 1.5984 -0.350
O -1.82911 -0.41120 -0.55811 -0.2930 -0.3058 -0.5667 0.072
O -0.38185 -1.98000 -0.11206 -0.6789 -1.1251 -0.5778 0.102
O 1.35214 -0.30902 0.80861 0.2040 0.6210 -3.2868 0.089
O -0.03464 1.38014 0.27571 -2.4692 2.7691 0.8204 0.046
H 1.08764 0.43285 -1.33575 -1.8224 -1.3812 3.7250 0.242
H 0.89557 -0.24237 1.59825 -1.0614 -0.0282 3.3225 0.076
H -0.80942 1.77186 -0.25553 1.7349 -1.5433 0.8828 0.177
```
Forces are in eV/Å.